Density functional theory data (wB97M-V/def2-TZVPD) for C2H3NO2 in the gas phase.

CARTESIAN COORDINATES (ANGSTROEM)
O  2.3567  -0.0515  0.2321
O  0.0096  -0.5311  -0.2854
N  -1.0349  0.4584  -0.1713
C  1.1201  0.1999  -0.0848
C  -2.2962  -0.0877  0.2492
H  0.7909  1.2442  0.0224
H  -2.4459  -1.1144  0.4329
H  -2.9750  0.6484  0.1850

Summary:
- total charge = 0
- energy above the lowest of the compared OMol25 structures with the same formula, charge and spin (kcal per mole) = 96.7
- calculated total energy (eV) = -7703.649

In the Löwdin picture, each atom carries the following charge in e: -0.01 -0.05 0.02 -0.28 0.13 0.12 0.06 0.02

***

Density functional theory data (wB97M-V/def2-TZVPD) for a gas-phase ion, C5H13N2 (charge +1).

CARTESIAN COORDINATES (ANGSTROEM)
N  1.1438  -2.4375  2.2008
N  -0.8046  2.0046  -1.5103
C  0.3771  0.5938  0.0131
C  1.0520  -0.6972  0.3502
C  -1.9103  2.1419  -2.4656
C  -0.3411  0.8027  -1.1036
C  0.3997  -1.1980  1.6485
H  -0.6334  -1.4576  1.4493
H  -1.6056  2.7222  -3.3326
H  0.6558  1.4768  0.5800
H  -2.6959  2.7177  -2.0023
H  2.1238  -2.2476  2.0036
H  -0.5853  2.7865  -0.9122
H  0.9583  -1.4327  -0.4251
H  -2.2221  1.1446  -2.7546
H  2.1139  -0.5424  0.5526
H  1.1060  -2.5332  3.2170
H  0.5129  -0.4701  2.4451
H  0.9665  -3.3660  1.8131
H  -0.6116  -0.0085  -1.7670

Summary:
- total charge = +1
- energy above the lowest of the compared OMol25 structures with the same formula, charge and spin (kcal per mole) = 47.2
- calculated total energy (eV) = -8368.765

In the Löwdin picture, each atom carries the following charge in e: 0.19 -0.07 -0.14 -0.21 -0.06 -0.17 -0.12 0.13 0.08 0.11 0.08 0.15 0.13 0.11 0.08 0.11 0.17 0.13 0.17 0.13

***

Density functional theory data (wB97M-V/def2-TZVPD) for a gas-phase ion, C41H46N3O (charge +1).

CARTESIAN COORDINATES (ANGSTROEM)
O  6.1322  2.6203  0.5975
N  -1.0621  -0.1891  -1.5462
N  4.0942  3.0043  1.6169
N  2.8099  1.5181  0.4937
C  -2.5824  -2.3436  -2.2202
C  0.7803  -0.7132  -3.0284
C  2.2656  2.0876  2.9687
C  4.9409  2.3718  0.7624
C  -6.6105  -0.6859  -2.1152
C  -2.6729  -3.5363  -3.2101
C  -4.5938  -1.2568  -3.3507
C  -6.0173  -1.2141  -0.9539
C  -2.7048  1.1724  3.0851
C  -0.6694  -0.0348  0.0236
C  -2.5096  -3.4045  -4.6023
C  -4.0023  1.3847  2.5974
C  4.2785  -0.5527  4.7609
C  1.7954  0.6994  0.0699
C  -1.7027  0.7032  2.2318
C  1.3114  4.3459  2.5327
C  3.3979  -1.2122  3.9009
C  0.0095  0.4537  -2.4088
C  -2.6941  -4.5035  -5.4589
C  -3.2337  -5.8890  -3.5443
C  -3.9998  -1.7183  -2.1753
C  -1.5202  -1.2971  -2.5665
C  5.5086  0.2843  2.8557
C  -0.1887  -1.9100  -3.0142
C  2.6930  2.5572  1.5615
C  1.8233  3.7941  1.2049
C  4.5697  -0.2923  1.9947
C  -3.2316  0.7027  0.3769
C  5.3427  0.1880  4.2351
C  1.6180  3.3088  3.6282
C  0.4638  0.8902  0.3933
C  4.6213  3.9447  2.5684
C  -4.2622  1.1209  1.2444
C  4.6920  -0.0975  0.5036
C  -1.9190  0.4605  0.8636
C  -4.7277  -1.7344  -0.9965
C  4.1628  1.2734  0.0631
C  -5.8956  -0.7191  -3.3302
C  -3.0455  -5.7530  -4.9307
C  -3.0588  -4.7853  -2.7022
C  3.5501  -1.0971  2.5153
H  -3.5035  0.5308  -0.6704
H  3.1521  1.7468  3.5208
H  -2.5720  -4.3842  -6.5367
H  -4.2399  -2.1594  -0.1265
H  -0.2775  -2.3775  -4.0166
H  0.1408  -2.7259  -2.3024
H  0.6882  3.0055  4.1214
H  -2.2371  -2.4368  -5.0370
H  1.5886  1.2372  2.8651
H  3.8817  4.7084  2.8166
H  1.0418  -0.4332  -4.0574
H  -0.7100  0.5366  2.6609
H  2.4521  4.5208  0.6715
H  1.7133  -0.9495  -2.4733
H  2.1423  -0.1201  -0.5824
H  -0.4089  -1.1713  0.3175
H  5.4774  4.4012  2.0733
H  5.7573  -0.1607  0.2250
H  -1.8699  0.4174  -1.4323
H  2.2755  3.7331  4.4067
H  0.1943  1.7708  0.9885
H  -5.2630  1.2597  0.8597
H  2.5961  -1.8316  4.3072
H  -3.1896  -6.6170  -5.5965
H  4.2902  1.4352  -1.0254
H  -6.5507  -1.2219  -0.0043
H  -4.7536  1.7723  3.2880
H  -1.9111  -0.6621  -3.3930
H  0.6776  1.1634  -1.9112
H  -2.3487  -2.7619  -1.2349
H  4.1333  -0.8756  -0.0334
H  -4.0442  -1.3551  -4.2926
H  -7.6245  -0.2502  -2.0916
H  2.8728  -1.6248  1.8307
H  6.3704  0.8092  2.4441
H  4.9748  3.4436  3.4874
H  -6.3398  -0.3427  -4.2697
H  -2.4322  1.3659  4.1336
H  4.1651  -0.6531  5.8387
H  6.0586  0.6764  4.9011
H  -0.5323  1.0525  -3.1863
H  1.7539  5.3268  2.7558
H  1.0091  3.4798  0.5419
H  -3.5434  -6.8460  -3.1218
H  -3.2384  -4.8706  -1.6330
H  0.2267  4.4914  2.4777

Summary:
- total charge = +1
- energy above the lowest of the compared OMol25 structures with the same formula, charge and spin (kcal per mole) = 0.0
- calculated total energy (eV) = -49774.706

In the Löwdin picture, each atom carries the following charge in e: 0.07 0.04 -0.02 0.02 -0.17 -0.14 -0.08 -0.42 -0.07 -0.19 -0.03 -0.08 -0.06 -0.13 -0.07 -0.06 -0.09 -0.06 -0.06 -0.17 -0.08 -0.12 -0.06 -0.06 -0.21 -0.18 -0.04 -0.12 -0.32 -0.09 -0.23 -0.04 -0.07 -0.16 -0.09 0.01 -0.06 -0.08 -0.16 -0.07 -0.18 -0.05 -0.07 -0.03 -0.05 0.09 0.10 0.11 0.12 0.12 0.15 0.10 0.11 0.10 0.09 0.12 0.11 0.13 0.11 0.12 0.19 0.10 0.14 0.12 0.11 0.10 0.10 0.11 0.11 0.17 0.11 0.11 0.16 0.11 0.14 0.11 0.11 0.11 0.11 0.12 0.11 0.11 0.12 0.11 0.11 0.15 0.11 0.10 0.11 0.12 0.11

***

Density functional theory data (wB97M-V/def2-TZVPD) for 2 unconnected molecules or ions with the total composition C3H11N2O.

CARTESIAN COORDINATES (ANGSTROEM)
O  0.5721  0.0334  -2.8028
N  1.1460  -0.4143  0.0776
N  -0.8552  1.5398  -0.4494
C  -0.9227  0.5921  0.6864
C  0.0568  -0.3040  0.8954
C  0.0087  -1.1766  2.0874
H  -0.6929  2.4872  -0.1085
H  -1.7353  1.5615  -0.9700
H  0.9478  -1.6582  2.3731
H  1.3244  0.2365  -3.3679
H  0.2511  -0.8558  -2.9866
H  -1.7334  0.7805  1.3671
H  -0.2570  -0.7468  3.0589
H  -0.1502  1.2978  -1.1519
H  -0.7164  -1.9887  1.9857
H  1.0370  -0.1495  -0.8939
H  1.7192  -1.2351  0.1994

Summary:
- total charge = +1
- energy above the lowest of the compared OMol25 structures with the same formula, charge and spin (kcal per mole) = 28.0
- calculated total energy (eV) = -8310.579

In the Löwdin picture, each atom carries the following charge in e: -0.04 0.14 0.20 -0.07 -0.38 -0.03 0.17 0.17 0.09 0.08 0.08 0.12 0.10 0.12 0.10 0.05 0.12

***

Density functional theory data (wB97M-V/def2-TZVPD) for 2 unconnected molecules or ions with the total composition C14H17N3O2.

CARTESIAN COORDINATES (ANGSTROEM)
O  -4.1740  -3.2437  5.2781
O  -5.0275  -3.5956  3.2813
N  -2.1550  -0.7603  2.0770
N  -2.4132  -1.3990  4.2897
N  -4.2295  -3.0290  4.0590
C  -3.3183  -2.0720  3.5063
C  1.1404  3.4811  -1.3184
C  2.3665  -0.6171  -1.2910
C  1.0077  -0.3726  -1.2721
C  0.5252  0.9904  -1.2187
C  0.0767  -1.5306  -1.2684
C  -3.1726  -1.6794  2.1519
C  -2.0541  0.5141  -1.1596
C  -0.8207  1.3332  -1.1757
C  1.5308  2.0379  -1.3017
C  -1.7279  -0.6163  3.3957
C  3.3173  0.3988  -1.3087
C  4.7719  0.0845  -1.3104
C  2.8705  1.7244  -1.3229
H  -2.2108  -0.0645  -0.2334
H  -3.7750  -2.0461  1.3557
H  0.5775  3.7386  -2.2215
H  5.2685  0.4969  -0.4263
H  2.7005  -1.6513  -1.2863
H  -0.5357  -1.5352  -0.3599
H  4.9591  -0.9914  -1.3119
H  2.0181  4.1361  -1.2973
H  -0.5777  -1.5259  -2.1484
H  3.6094  2.5239  -1.3283
H  -0.9133  0.0612  3.7136
H  5.2749  0.4997  -2.1894
H  0.5316  3.7375  -0.4462
H  -2.9072  1.1960  -1.2573
H  0.6318  -2.4751  -1.2964
H  -2.1361  -0.1460  -2.0342
H  -1.0298  2.3970  -1.3240

Summary:
- total charge = 0
- energy above the lowest of the compared OMol25 structures with the same formula, charge and spin (kcal per mole) = 173.0
- calculated total energy (eV) = -23353.167

In the Löwdin picture, each atom carries the following charge in e: 0.03 0.00 -0.04 0.07 -0.36 -0.31 -0.04 0.02 -0.14 -0.10 -0.02 -0.14 -0.05 0.08 -0.17 -0.28 -0.20 -0.02 0.01 0.07 0.07 0.10 0.10 0.13 0.09 0.09 0.09 0.10 0.13 0.08 0.10 0.10 0.09 0.09 0.10 0.12

***

| no. | E_HOMO (Eh) | gap between HOMO and LUMO (eV) |
| --- | --- | --- |
| 1 | -0.38448 | 10.094 |
| 2 | -0.40088 | 7.350 |
| 3 | -0.39998 | 8.681 |
| 4 | -0.47004 | 9.517 |
| 5 | -0.24855 | 3.338 |